# 1
Density functional theory data (ωB97M-V/def2-TZVPD) for an isolated molecule of C6H10P2 at a distorted geometry.

Positions of all 18 atoms, in Å:
C  -1.667  0.597  0.323
C  -0.711  0.711  -0.857
C  0.672  0.394  -0.405
P  1.712  1.826  -0.313
C  3.176  0.882  0.285
P  3.084  -0.750  0.138
C  1.338  -0.805  -0.197
C  0.615  -2.153  -0.001
H  -1.450  -0.248  0.875
H  -2.736  0.327  -0.121
H  -1.605  1.416  0.932
H  -0.637  1.794  -1.153
H  -0.951  0.050  -1.662
H  1.343  2.024  1.019
H  4.094  1.324  0.176
H  0.358  -2.461  -1.040
H  -0.237  -1.924  0.644
H  1.406  -2.795  0.446

Forces on atoms 1 to 2 (eV/Å):
-3.0 -1.8 -3.9
0.5 1.1 1.2

**Energy above the lowest of the compared OMol25 structures with the same formula, charge and spin**: 0.413 eV
**LUMO**: 0.072 eV
**Electronic energy**: -24959.1067 eV
**SMILES**: CCc1[pH]cpc1C
**Frontier orbital gap**: 8.74 eV
**Spin multiplicity**: 1



# 2
Density functional theory data (ωB97M-V/def2-TZVPD) for an isolated molecule of C6H10S at a distorted geometry.

Positions of all 17 atoms, in Å:
C  -0.614  0.457  1.709
C  -0.158  0.748  0.247
S  -0.192  2.538  -0.076
C  1.370  -0.013  0.346
C  1.346  -1.101  -0.407
C  -0.045  -1.342  -1.119
C  -0.953  -0.044  -0.786
H  0.159  0.704  2.447
H  -0.618  -0.602  1.744
H  -1.501  0.987  2.147
H  0.083  2.575  -1.371
H  2.058  0.552  0.840
H  2.212  -1.804  -0.698
H  0.240  -1.528  -2.125
H  -0.497  -2.182  -0.762
H  -1.000  0.538  -1.693
H  -1.891  -0.485  -0.442

Forces on atoms 1 to 2 (eV/Å):
0.0 1.8 0.4
1.8 -1.3 1.7

**Energy above the lowest of the compared OMol25 structures with the same formula, charge and spin**: 2.068 eV
**LUMO**: 0.900 eV
**Electronic energy**: -17217.5550 eV
**SMILES**: C[C@@]1(S)C=CCC1
**Frontier orbital gap**: 9.84 eV
**Spin multiplicity**: 1



# 3
Density functional theory data (ωB97M-V/def2-TZVPD) for an isolated molecule of C6H10S at a distorted geometry.

Positions of all 17 atoms, in Å:
C  -0.015  1.917  0.132
C  -0.473  0.488  0.309
C  -1.912  0.359  -0.373
S  -3.199  -0.202  0.390
C  0.419  -0.433  -0.431
C  1.668  -0.935  0.286
C  0.455  -1.876  0.044
H  0.029  2.244  -1.007
H  1.061  1.867  0.318
H  -0.636  2.719  0.602
H  -0.405  0.080  1.410
H  -2.088  0.649  -1.318
H  0.299  -0.094  -1.506
H  1.795  -0.775  1.348
H  2.406  -1.262  -0.370
H  0.654  -2.675  -0.777
H  -0.058  -2.071  0.944

Forces on atoms 1 to 2 (eV/Å):
0.4 1.1 -2.3
-2.1 -0.5 0.6

**Energy above the lowest of the compared OMol25 structures with the same formula, charge and spin**: 3.115 eV
**LUMO**: 0.065 eV
**Electronic energy**: -17216.5086 eV
**SMILES**: C[C@@H](C=S)C1CC1
**Frontier orbital gap**: 8.54 eV
**Spin multiplicity**: 1



# 4
Density functional theory data (ωB97M-V/def2-TZVPD) for a structure of composition C6H10S at a distorted geometry.

Positions of all 17 atoms, in Å:
C  2.040  0.607  0.009
C  0.564  0.331  0.023
C  0.034  -0.603  -1.017
C  -1.149  -0.775  -0.007
C  -1.857  0.564  -0.047
C  -0.070  -0.604  1.102
H  2.132  1.538  -0.704
H  2.314  0.997  1.039
H  2.573  -0.243  -0.391
H  0.634  -1.507  -1.112
H  -0.227  -0.212  -1.977
H  -1.808  -1.628  -0.013
H  -2.487  0.745  0.811
H  -2.437  0.706  -0.973
H  -0.342  -0.203  2.056
H  0.583  -1.497  1.176
S  -0.495  1.785  0.026

Forces on atoms 1 to 2 (eV/Å):
-0.6 3.4 0.0
1.5 -0.2 1.0

**Energy above the lowest of the compared OMol25 structures with the same formula, charge and spin**: 1.281 eV
**LUMO**: 0.927 eV
**Electronic energy**: -17218.3420 eV
**Frontier orbital gap**: 9.29 eV
**Spin multiplicity**: 1



# 5
Density functional theory data (ωB97M-V/def2-TZVPD) for an isolated molecule of C6H10S at a distorted geometry.

Positions of all 17 atoms, in Å:
C  0.795  1.186  0.491
C  1.190  1.989  1.399
C  1.235  0.487  -0.720
C  0.490  -0.856  -0.787
C  -1.078  -0.864  -0.907
C  -1.741  -0.188  0.276
S  -1.932  -1.162  1.711
H  0.646  2.390  2.188
H  2.192  2.282  1.214
H  0.828  1.166  -1.587
H  2.287  0.618  -0.807
H  0.920  -1.511  -1.511
H  0.744  -1.368  0.225
H  -1.465  -0.497  -1.885
H  -1.419  -1.990  -0.814
H  -2.545  0.550  -0.027
H  -1.145  -2.231  1.541

Forces on atoms 1 to 2 (eV/Å):
-2.1 -1.4 -1.0
1.0 0.2 -0.5

**Energy above the lowest of the compared OMol25 structures with the same formula, charge and spin**: 5.407 eV
**LUMO (alpha / beta)**: 0.466 / 0.646 eV
**Electronic energy**: -17214.2168 eV
**Frontier orbital gap (alpha / beta)**: 8.11 / 7.91 eV
**Spin multiplicity**: 1



# 6
Density functional theory data (ωB97M-V/def2-TZVPD) for an isolated molecule of C6H10S2 at a distorted geometry.

Positions of all 18 atoms, in Å:
S  2.836  -0.834  -0.234
C  1.661  0.333  0.440
C  0.707  1.190  -0.416
C  -0.440  0.793  0.517
C  -1.687  0.156  -0.122
C  -1.298  -1.153  -0.773
S  -0.134  -1.911  0.441
C  0.435  -0.344  1.078
H  1.919  -1.447  -0.957
H  2.175  0.933  1.227
H  0.660  0.863  -1.422
H  0.890  2.262  -0.429
H  -0.618  1.564  1.264
H  -2.542  0.062  0.585
H  -2.089  0.829  -0.854
H  -0.813  -1.011  -1.702
H  -2.201  -1.814  -0.852
H  0.540  -0.472  2.210

Forces on atoms 1 to 2 (eV/Å):
1.0 0.8 -0.1
0.3 -0.1 0.7

**Energy above the lowest of the compared OMol25 structures with the same formula, charge and spin**: 0.409 eV
**LUMO**: 0.813 eV
**Electronic energy**: -28053.9315 eV
**SMILES**: S[C@H]1C[C@H]2CCS[C@H]21
**Frontier orbital gap**: 9.48 eV
**Spin multiplicity**: 1



# 7
Density functional theory data (ωB97M-V/def2-TZVPD) for an isolated molecule of C6H10S2.

Positions of all 18 atoms, in Å:
C  1.690  0.406  -0.199
C  0.367  -0.175  0.275
C  -0.338  -0.903  -0.859
C  -0.885  0.306  -1.719
S  -0.902  1.883  -0.682
C  -0.712  0.789  0.725
C  0.189  0.128  1.747
S  -0.526  -0.910  3.023
H  2.471  -0.319  -0.017
H  1.940  1.325  0.338
H  1.678  0.614  -1.261
H  -1.148  -1.529  -0.494
H  0.340  -1.521  -1.458
H  -1.881  0.116  -2.047
H  -0.255  0.500  -2.601
H  -1.683  0.261  0.821
H  1.060  0.609  2.159
H  -1.402  -1.579  2.250

Forces on atoms 1 to 2 (eV/Å):
-0.3 0.3 0.2
-0.2 -0.1 0.1

**Energy above the lowest of the compared OMol25 structures with the same formula, charge and spin**: 2.442 eV
**LUMO**: 0.753 eV
**Electronic energy**: -28051.8983 eV
**SMILES**: C[C@]12CCS[C@@H]1[C@H]2S
**Frontier orbital gap**: 9.24 eV
**Spin multiplicity**: 1



# 8
Density functional theory data (ωB97M-V/def2-TZVPD) for a structure of composition C6H10S2 at a distorted geometry.

Positions of all 18 atoms, in Å:
C  -1.650  0.680  -0.912
C  -0.246  0.195  -0.295
C  -0.078  -0.945  0.768
C  1.455  -1.003  1.030
C  1.843  0.272  0.092
C  0.658  1.389  0.275
H  -3.365  -0.422  -2.242
H  -1.632  1.230  -1.800
H  -2.126  1.071  -0.053
H  -0.499  -0.760  1.837
H  -0.502  -2.009  0.528
H  1.554  -0.952  2.058
H  1.908  -1.851  0.636
H  2.758  0.667  -0.057
H  0.360  1.679  1.413
H  0.892  2.086  -0.468
S  -2.348  -1.080  -1.319
S  1.021  -0.248  -1.490

Forces on atoms 1 to 2 (eV/Å):
2.0 -5.2 2.3
-1.2 2.4 -0.3

**Energy above the lowest of the compared OMol25 structures with the same formula, charge and spin**: 2.700 eV
**LUMO**: 0.671 eV
**Electronic energy**: -28051.6398 eV
**Frontier orbital gap**: 9.19 eV
**Spin multiplicity**: 1



# 9
Density functional theory data (ωB97M-V/def2-TZVPD) for an isolated molecule of C6H10S2 at a distorted geometry.

Positions of all 18 atoms, in Å:
C  1.816  -0.909  0.925
C  1.645  -0.463  -0.515
S  1.354  1.393  -0.883
C  -0.263  1.791  -0.115
C  -1.257  0.624  -0.474
C  -2.342  -0.150  -0.117
C  -0.884  -0.818  -0.046
S  0.289  -1.405  -1.291
H  0.745  -0.947  1.458
H  2.361  -1.862  0.844
H  2.389  -0.212  1.697
H  2.548  -0.725  -1.076
H  -0.666  2.655  -0.607
H  -0.403  1.971  1.008
H  -1.264  0.592  -1.541
H  -2.828  -0.135  0.737
H  -2.789  -0.714  -0.932
H  -0.450  -0.685  0.927

Forces on atoms 1 to 2 (eV/Å):
-0.6 1.3 2.8
-0.6 1.4 -0.4

**Energy above the lowest of the compared OMol25 structures with the same formula, charge and spin**: 3.733 eV
**LUMO**: 0.794 eV
**Electronic energy**: -28050.6069 eV
**SMILES**: C[C@@H]1SC[C@@H]2C[C@H]2S1
**Frontier orbital gap**: 8.75 eV
**Spin multiplicity**: 1



# 10
Density functional theory data (ωB97M-V/def2-TZVPD) for a structure of composition C6H11BF10NO7P2Re at a distorted geometry.

Positions of all 39 atoms, in Å:
Re  -0.018  0.218  -0.103
N  -0.387  -2.801  -3.659
C  -1.333  -2.068  -2.743
C  -2.777  -2.352  -3.119
P  -0.849  -0.284  -3.072
O  -2.062  0.629  -2.654
O  -0.465  -0.290  -4.492
O  0.258  0.039  -2.019
P  -1.052  -2.483  -0.968
O  0.572  -2.517  -0.994
O  -1.638  -3.721  -0.485
O  -1.415  -1.110  -0.309
H  -0.235  -2.126  -4.452
H  -0.752  -3.700  -3.974
H  0.517  -2.938  -3.196
H  -3.009  -2.019  -4.132
H  -3.439  -1.838  -2.423
H  -2.988  -3.419  -3.027
H  -2.504  1.087  -3.386
H  0.942  -3.149  -0.356
F  0.387  -1.487  3.786
B  1.176  -0.684  3.123
F  -0.505  0.370  1.678
F  1.637  -1.068  1.922
F  1.626  0.441  3.628
C  2.441  2.946  1.584
C  1.891  2.637  0.195
O  1.452  1.310  0.081
C  0.674  3.557  -0.109
F  0.930  4.844  0.036
F  0.199  3.346  -1.349
F  -0.326  3.220  0.736
C  3.000  2.831  -0.875
F  3.406  4.099  -0.904
F  4.047  2.053  -0.586
F  2.567  2.490  -2.094
H  1.701  2.678  2.333
H  2.676  4.005  1.657
H  3.339  2.357  1.758

Forces on atoms 1 to 2 (eV/Å):
0.9 0.7 0.4
0.1 0.3 -0.1

**Energy above the lowest of the compared OMol25 structures with the same formula, charge and spin**: 0.435 eV
**Expectation value of S²**: 0.768
**Total charge**: +1
**LUMO (alpha / beta)**: -5.999 / -5.536 eV
**Electronic energy**: -70786.3803 eV
**Frontier orbital gap (alpha / beta)**: 7.50 / 7.75 eV
**Spin multiplicity**: 2



# 11
Density functional theory data (ωB97M-V/def2-TZVPD) for a cluster of 2 separate species, C6H11BrCl2Si in total at a distorted geometry.

Positions of all 21 atoms, in Å:
C  1.582  2.106  -0.522
C  1.313  0.905  0.373
C  1.094  2.314  0.889
C  -2.260  -0.062  -0.589
C  -0.616  -1.876  1.436
C  0.237  -1.732  -1.559
Si  -0.603  -0.807  -0.094
Cl  -0.638  2.896  0.955
Cl  2.009  3.131  2.192
Br  2.851  0.123  1.134
H  2.555  2.472  -0.617
H  0.968  2.309  -1.359
H  -3.151  -0.606  -0.133
H  -2.219  0.896  -0.256
H  -2.338  -0.076  -1.599
H  -1.208  -1.519  2.310
H  -1.165  -2.744  1.028
H  0.393  -2.259  1.723
H  0.026  -2.773  -1.577
H  -0.161  -1.187  -2.435
H  1.333  -1.510  -1.300

Forces on atoms 1 to 2 (eV/Å):
-0.3 -0.3 1.7
-2.1 -0.2 -0.2

**Energy above the lowest of the compared OMol25 structures with the same formula, charge and spin**: 1.994 eV
**LUMO**: 0.467 eV
**Electronic energy**: -109363.1002 eV
**Frontier orbital gap**: 9.26 eV
**Spin multiplicity**: 1



# 12
Density functional theory data (ωB97M-V/def2-TZVPD) for a cluster of 2 separate species, C6H11Cl in total at a distorted geometry.

Positions of all 18 atoms, in Å:
C  -1.924  0.191  -1.108
C  -1.678  0.813  0.022
C  -2.224  1.585  1.222
C  2.572  -1.322  -0.567
C  1.216  -0.555  -0.588
C  0.592  -0.336  0.784
Cl  1.255  0.774  1.895
H  -1.137  -0.310  -1.670
H  -2.856  0.083  -1.541
H  -3.166  1.877  0.951
H  -1.585  2.464  1.297
H  -1.974  0.924  2.086
H  3.288  -0.511  -0.197
H  2.857  -1.526  -1.594
H  2.677  -2.160  0.163
H  1.413  0.380  -1.156
H  0.435  -1.039  -1.121
H  0.239  -1.331  1.121

Forces on atoms 1 to 2 (eV/Å):
1.7 0.4 1.2
1.2 -0.8 0.8

**Energy above the lowest of the compared OMol25 structures with the same formula, charge and spin**: 4.618 eV
**LUMO (alpha / beta)**: 0.753 / 0.541 eV
**Electronic energy**: -18917.9428 eV
**Frontier orbital gap (alpha / beta)**: 8.57 / 8.37 eV
**Spin multiplicity**: 1